Entry 1:
ORCA calculation (the ωB97M-V functional and the def2-TZVPD basis) on C10H17Cl2N4O4Sc as an isolated structure.

Properties
HOMO-LUMO gap   9.46 eV
Calculated total energy   -70531.70301 eV
Lowest unoccupied orbital energy   -6.4 eV
ΔE to the lowest compared entry with this formula, charge and spin   0.0255 eV
Total charge   +2

Structure (XYZ):
```
38
C10H17Cl2N4O4Sc the ωB97M-V functional and the def2-TZVPD basis
Sc -0.57 -0.01 0.05
C 3.43 -1.36 0.38
C 2.48 -0.28 0.85
C 2.95 0.41 2.12
O 1.15 -0.89 1.10
C 2.24 0.76 -0.25
O 3.15 1.35 -0.76
O 0.96 0.94 -0.58
H 3.59 -2.10 1.17
H 4.39 -0.91 0.12
H 3.04 -1.86 -0.51
H 3.12 -0.31 2.92
H 2.24 1.17 2.45
H 3.90 0.90 1.91
H 1.18 -1.39 1.92
N -0.94 1.96 3.00
C -0.80 1.31 2.07
H -1.07 2.55 3.81
C -3.18 2.64 -4.52
N -2.76 1.89 -3.34
C -3.57 1.73 -2.13
C -2.61 0.94 -1.28
O -2.70 0.59 -0.09
N -1.48 0.67 -1.96
C -1.58 1.31 -3.16
N -0.60 1.32 -4.03
H -4.25 2.83 -4.45
H -3.00 2.05 -5.42
H -2.66 3.59 -4.58
H -4.49 1.17 -2.31
H -3.82 2.69 -1.67
H 0.30 0.93 -3.78
H -0.66 1.84 -4.90
Cl -0.59 -2.47 -1.22
C -1.08 -3.33 0.26
Cl -1.69 -2.16 1.47
H -0.22 -3.84 0.67
H -1.89 -4.01 0.01
```

=====

Entry 2:
ORCA calculation (the ωB97M-V functional and the def2-TZVPD basis) on C10H17Cl2NPd as an isolated structure at a distorted geometry.

Properties
HOMO-LUMO gap (spin up / spin down)   5.53 / 6.78 eV
Calculated total energy   -40652.49061 eV
Multiplicity   5
Lowest unoccupied orbital energy (spin up / spin down)   0.8 / -2.4 eV
ΔE to the lowest compared entry with this formula, charge and spin   2.3685 eV
Total charge   0

Structure (XYZ):
```
31
C10H17Cl2NPd the ωB97M-V functional and the def2-TZVPD basis
Pd 1.30 -0.28 -0.41
Cl -1.63 -1.53 -0.84
Cl 1.29 1.84 0.62
C 2.63 -1.20 0.75
H 3.56 -0.74 0.40
H 2.64 -2.27 0.94
C -1.38 0.14 -1.41
C -0.04 0.43 -1.68
H -1.71 0.73 -0.54
C 0.57 -0.04 -3.01
H 0.13 1.51 -1.55
C -0.35 0.29 -4.19
H 1.52 0.50 -3.11
H 0.76 -1.12 -2.96
C -1.85 0.05 -3.94
H -0.17 1.35 -4.43
H -0.04 -0.28 -5.07
C -2.38 0.44 -2.56
H -2.41 0.59 -4.71
H -2.11 -1.00 -4.11
H -2.52 1.53 -2.54
H -3.36 -0.03 -2.38
C -0.23 -0.32 4.77
C 1.05 0.22 4.11
C 1.49 -0.34 2.83
N 1.90 -0.55 1.75
H -1.08 0.19 4.30
H -0.18 -0.08 5.83
H -0.30 -1.41 4.64
H 0.98 1.29 3.95
H 1.91 0.09 4.78
```

=====

Entry 3:
ORCA calculation (the ωB97M-V functional and the def2-TZVPD basis) on one molecule with the formula C10H17N at a distorted geometry.

Properties
HOMO-LUMO gap   10.29 eV
Calculated total energy   -12133.48639 eV
Lowest unoccupied orbital energy   0.7 eV
ΔE to the lowest compared entry with this formula, charge and spin   3.5330 eV
Total charge   0

Structure (XYZ):
```
28
C10H17N the ωB97M-V functional and the def2-TZVPD basis
C 1.71 1.68 0.73
C 1.07 0.59 -0.07
C 1.41 0.77 -1.55
C 1.68 -0.80 0.22
C -0.42 0.73 0.25
C -0.86 2.03 -0.34
N -1.18 3.04 -0.79
C -1.01 0.32 1.60
C -1.49 -0.41 0.44
C -1.31 -1.81 0.16
C -2.82 0.15 -0.04
H 2.84 1.61 0.55
H 1.68 1.45 1.84
H 1.28 2.67 0.48
H 2.47 0.61 -1.57
H 0.85 0.09 -2.16
H 1.29 1.79 -1.99
H 2.73 -0.91 0.31
H 1.52 -1.52 -0.54
H 1.23 -1.44 1.04
H -0.31 -0.20 2.19
H -1.60 1.15 2.06
H -2.13 -2.01 -0.54
H -1.13 -2.36 1.14
H -0.47 -2.16 -0.38
H -3.53 -0.61 -0.22
H -2.75 0.72 -0.94
H -3.21 0.85 0.65
```

=====

Entry 4:
ORCA calculation (the ωB97M-V functional and the def2-TZVPD basis) on a 2-piece molecular cluster, C10H17N overall at a distorted geometry.

Properties
HOMO-LUMO gap   10.28 eV
Calculated total energy   -12131.67687 eV
Lowest unoccupied orbital energy   0.7 eV
ΔE to the lowest compared entry with this formula, charge and spin   5.3426 eV
Total charge   0

Structure (XYZ):
```
28
C10H17N the ωB97M-V functional and the def2-TZVPD basis
C 1.95 -2.03 2.43
C 1.24 -0.65 2.13
C 1.15 -0.39 0.70
C 1.98 0.58 2.83
C -0.29 -0.64 2.71
H 1.41 -2.77 1.83
H 3.20 -1.90 2.49
H 1.84 -2.45 3.52
H 0.63 0.53 0.52
H 2.29 -0.30 0.63
H 0.79 -1.29 0.19
H 1.32 1.38 2.36
H 3.19 0.54 2.69
H 1.75 0.89 3.97
H -0.27 -1.03 3.67
H -0.63 0.51 2.79
H -1.14 -1.06 2.08
C -1.26 1.68 -4.16
C -2.65 1.89 -3.80
C -3.18 0.98 -2.94
N -2.65 -0.23 -2.54
C -1.35 -0.28 -2.70
C -0.74 0.54 -3.64
H -0.70 2.24 -5.07
H -3.05 2.94 -4.00
H -4.24 1.15 -2.49
H -0.94 -1.04 -2.18
H 0.34 0.19 -4.02
```